Entry from OMol25: the molecule C4H10OS at a distorted geometry (wB97M-V/def2-TZVPD).

Relative energy (zero: lowest compared OMol25 entry of this formula, charge and spin): 1.1677 eV
Gap between HOMO and LUMO: 10.002 eV
M: 106.19 u
SMILES: COCCCS
HOMO energy: -9.18 eV

Each line ends with the natural charge from an NBO analysis.
Cartesian coordinates (Å):
C 1.6068 0.2450 1.4028  -0.2635
O 0.5228 1.1137 1.3730  -0.5597
C -0.6371 0.5329 0.6548  -0.0693
C -0.6990 0.9851 -0.8561  -0.4373
C 0.5136 0.6032 -1.6447  -0.5147
S 0.6128 -1.1893 -1.7899  -0.0627
H 1.7251 -0.2463 2.4009  0.1714
H 2.4974 0.9179 1.2023  0.1794
H 1.6459 -0.5482 0.6605  0.1774
H -1.5319 0.8666 1.2301  0.1953
H -0.4539 -0.5434 0.6401  0.1831
H -0.8210 2.1047 -0.7946  0.2194
H -1.5490 0.4316 -1.2677  0.2086
H 0.4594 1.0351 -2.5794  0.2158
H 1.5007 0.8765 -1.1857  0.2342
H -0.6387 -1.5438 -2.2076  0.1229


Entry from OMol25: a cluster of 2 separate species, C4H10OS in total (wB97M-V/def2-TZVPD).

Relative energy (zero: lowest compared OMol25 entry of this formula, charge and spin): 0.6996 eV
Gap between HOMO and LUMO: 10.031 eV
M: 106.19 u
SMILES: CC=O.CCS
HOMO energy: -9.25 eV

Each line ends with the natural charge from an NBO analysis.
Cartesian coordinates (Å):
C 2.4428 1.3952 0.5195  -0.7281
C 2.0039 2.3646 1.5796  0.4305
O 2.7795 2.7293 2.4281  -0.5193
H 3.2003 0.7614 0.9689  0.2407
H 2.9189 1.9615 -0.2691  0.2404
H 1.7071 0.7189 0.0818  0.2208
H 0.9807 2.7699 1.6239  0.1144
C -2.9292 -0.8453 -1.9494  -0.6175
C -1.9602 -1.9631 -1.6005  -0.4938
S -0.9190 -1.5463 -0.1404  -0.0515
H -2.3510 0.0075 -2.2864  0.2028
H -3.5059 -0.5719 -1.0723  0.2154
H -3.6129 -1.1539 -2.7433  0.2135
H -2.4439 -2.9197 -1.4655  0.2185
H -1.2353 -2.0978 -2.4078  0.2070
H -0.4827 -0.4725 -0.8135  0.1060


Entry from OMol25: a cluster of 2 separate species, C4H10OS in total at a distorted geometry (wB97M-V/def2-TZVPD).

Relative energy (zero: lowest compared OMol25 entry of this formula, charge and spin): 1.4582 eV
Gap between HOMO and LUMO: 9.706 eV
M: 106.19 u
SMILES: C=CO.CCS
HOMO energy: -8.90 eV

Each line ends with the natural charge from an NBO analysis.
Cartesian coordinates (Å):
C -2.8034 -2.3398 -1.0033  -0.5209
C -2.0651 -1.3112 -0.6168  0.1327
O -0.8862 -0.9659 -1.2460  -0.6803
H -3.7849 -2.4747 -0.5742  0.2142
H -2.5271 -2.9516 -1.8496  0.1989
H -2.4842 -0.3940 -0.2195  0.1855
H -0.5679 -1.8246 -1.5558  0.4705
C 1.5771 2.4325 1.0983  -0.6145
C 1.3719 0.9369 0.7309  -0.5121
S 2.8583 0.3688 -0.1393  -0.0531
H 0.7926 2.7070 1.7888  0.2146
H 1.6366 2.9502 0.1444  0.2092
H 2.5417 2.5556 1.5914  0.2092
H 1.1536 0.3792 1.6409  0.2078
H 0.4887 0.8688 0.0967  0.2160
H 2.6982 -0.9371 0.1129  0.1222


Entry from OMol25: a cluster of 2 separate species, C4H10OSSi in total at a distorted geometry (wB97M-V/def2-TZVPD).

Relative energy (zero: lowest compared OMol25 entry of this formula, charge and spin): 4.4101 eV
Gap between HOMO and LUMO (spin up / spin down): 6.666 / 9.405 eV
M: 134.28 u
HOMO energy (spin up / spin down): -9.22 / -9.98 eV

Each line ends with the natural charge from an NBO analysis.
Cartesian coordinates (Å):
C -4.1349 -0.7669 0.5188  -0.5361
C -2.9473 -1.1206 0.8468  -0.0324
C 2.4696 -0.5815 0.9134  -0.6287
C 2.4503 0.4911 -0.2327  -0.0492
O 1.5795 0.1473 -1.2832  -0.8987
Si 0.2853 1.1262 -1.4481  1.1597
S -0.9985 1.3177 0.1459  -0.2910
H -5.1601 -1.1815 0.9196  0.2255
H -4.3551 -0.1858 -0.3447  0.2231
H -2.5565 -1.8489 1.5307  0.1818
H 2.7979 -1.5312 0.3922  0.2153
H 3.1627 -0.3036 1.6853  0.2114
H 1.4508 -0.6132 1.2731  0.2146
H 3.5099 0.6469 -0.5543  0.1741
H 2.1152 1.4775 0.0793  0.1522
H -0.5913 0.4472 -2.5457  -0.1585
H 0.9227 2.4794 -1.8964  -0.1632


> relative energy (zero: lowest compared OMol25 entry of this formula, charge and spin) of number 4 (C4H10OSSi)?

4.4101 eV


Please write out number 4 again, unchanged.
Entry from OMol25: a cluster of 2 separate species, C4H10OSSi in total at a distorted geometry (wB97M-V/def2-TZVPD).

Relative energy (zero: lowest compared OMol25 entry of this formula, charge and spin): 4.4101 eV
Gap between HOMO and LUMO (spin up / spin down): 6.666 / 9.405 eV
M: 134.28 u
HOMO energy (spin up / spin down): -9.22 / -9.98 eV

Each line ends with the natural charge from an NBO analysis.
Cartesian coordinates (Å):
C -4.1349 -0.7669 0.5188  -0.5361
C -2.9473 -1.1206 0.8468  -0.0324
C 2.4696 -0.5815 0.9134  -0.6287
C 2.4503 0.4911 -0.2327  -0.0492
O 1.5795 0.1473 -1.2832  -0.8987
Si 0.2853 1.1262 -1.4481  1.1597
S -0.9985 1.3177 0.1459  -0.2910
H -5.1601 -1.1815 0.9196  0.2255
H -4.3551 -0.1858 -0.3447  0.2231
H -2.5565 -1.8489 1.5307  0.1818
H 2.7979 -1.5312 0.3922  0.2153
H 3.1627 -0.3036 1.6853  0.2114
H 1.4508 -0.6132 1.2731  0.2146
H 3.5099 0.6469 -0.5543  0.1741
H 2.1152 1.4775 0.0793  0.1522
H -0.5913 0.4472 -2.5457  -0.1585
H 0.9227 2.4794 -1.8964  -0.1632